Formula: C6H13N2O
Source: the Open Molecules 2025 dataset
Level of theory: ωB97M-V/def2-TZVPD

Element x y z (Å)
C: 1.86378 1.86410 0.39210
C: 0.85652 0.79177 -0.28864
C: 1.62345 -0.52795 -0.54602
O: 2.79859 -0.80693 -0.45470
C: 0.51927 -1.56215 -0.76155
N: -0.80573 -0.93269 -0.37188
C: -1.73137 -1.72484 0.40410
C: -0.46492 0.43747 0.39240
N: -1.60332 1.32248 0.27228
H: 2.44832 1.45647 1.22466
H: 1.22939 2.73912 0.68360
H: 2.54761 2.22007 -0.34606
H: 0.69303 1.40091 -1.22029
H: 0.43786 -1.91247 -1.74537
H: 0.70241 -2.32719 -0.09275
H: -1.26016 -0.68499 -1.29268
H: -1.28907 -2.02101 1.32333
H: -2.62563 -1.03834 0.67751
H: -2.06570 -2.59392 -0.19621
H: -0.26358 0.19062 1.35461
H: -1.80460 1.81127 -0.49791
H: -1.80616 1.89821 1.08948

Cartesian forces, eV/Å:
C -2.259 -0.516 0.678
C 2.863 2.478 -0.320
C -0.238 0.284 0.171
O -1.920 0.783 -0.306
C -0.513 1.276 0.671
N 0.830 1.695 -1.345
C -2.778 0.278 -0.150
C -0.712 1.470 -4.519
N 1.392 -2.677 4.692
H -0.397 0.103 -0.073
H 0.701 -0.677 0.106
H 0.423 0.009 -0.607
H -0.345 -1.299 0.229
H 0.116 -0.601 -1.398
H 0.342 -1.951 1.217
H 0.358 0.054 1.418
H 0.572 -0.443 0.659
H 1.406 -1.247 -0.660
H 0.103 0.473 0.543
H 0.094 -0.875 3.082
H -0.211 1.976 -3.905
H 0.170 -0.595 -0.183

Output
Net charge: +1
SMILES: C[C@H]1C(=O)C[N@@H+](C)[C@@H]1N
LUMO, eV: -3.4
Highest occupied orbital energy, eV: -13.940
Relative energy (zero: lowest compared OMol25 entry of this formula, charge and spin), kJ/mol: 173.7
Molar mass, g mol⁻¹: 129.2



Formula: C2H6N4
Source: the Open Molecules 2025 dataset
Level of theory: ωB97M-V/def2-TZVPD

Element x y z (Å)
H: -1.73236 1.70661 0.22534
N: -2.17115 0.78846 0.16723
C: -1.36660 -0.21183 0.02213
N: 0.02926 -0.32234 -0.04495
N: 0.68377 -1.56099 0.13505
C: 0.82388 0.75768 -0.32642
N: 2.12369 0.69231 -0.01804
H: 2.41427 1.65114 -0.23339
H: -1.86760 -1.20836 -0.06317
H: 0.79448 -1.68221 1.28396
H: 0.00628 -2.34117 -0.33242
H: 0.26206 1.73070 -0.81532

Cartesian forces, eV/Å:
H 0.244 -0.175 0.129
N 1.295 -1.157 -0.508
C -1.491 0.046 0.231
N -1.023 0.449 -0.774
N -1.773 -2.070 2.226
C 2.615 1.620 0.358
N -3.935 1.438 -1.122
H 0.643 -0.339 -0.118
H 0.562 0.681 0.194
H -0.579 -0.162 -3.980
H 2.106 2.280 1.969
H 1.336 -2.610 1.396

Output
SMILES: [H]/N=C\N(N)/C=N/[H]
LUMO, eV: 0.7
Highest occupied orbital energy, eV: -9.126
Relative energy (zero: lowest compared OMol25 entry of this formula, charge and spin), kJ/mol: 312.5
Molar mass, g mol⁻¹: 86.1



Formula: C2H5IS
Source: the Open Molecules 2025 dataset
Level of theory: ωB97M-V/def2-TZVPD

Element x y z (Å)
S: 0.17133 -0.45815 1.68089
C: -0.64232 -0.26853 0.03090
C: -0.00981 1.01690 -0.74333
I: -0.68071 1.17708 -2.72037
H: -0.74050 0.31941 2.38482
H: -1.71085 -0.00817 0.31207
H: -0.74738 -1.30829 -0.55731
H: 1.10282 0.89955 -0.83226
H: -0.07045 1.92966 -0.08788

Cartesian forces, eV/Å:
S -0.810 0.440 -0.043
C -1.289 0.340 -0.666
C 1.337 -1.564 1.954
I -0.356 0.263 -0.216
H 0.814 -0.662 -0.629
H 1.202 -0.312 -0.659
H 0.829 2.567 1.181
H -1.036 -0.271 0.022
H -0.692 -0.801 -0.944

Output
SMILES: SCCI
LUMO, eV: 0.5
Highest occupied orbital energy, eV: -9.347
Relative energy (zero: lowest compared OMol25 entry of this formula, charge and spin), kJ/mol: 41.2
Molar mass, g mol⁻¹: 188.0



Formula: C4H7NO
Source: the Open Molecules 2025 dataset
Level of theory: ωB97M-V/def2-TZVPD

Element x y z (Å)
C: -1.77240 -0.19041 0.20738
C: -0.30647 0.16459 -0.10237
N: 0.13542 1.38560 -0.17712
C: 0.56801 -0.88239 -0.09189
C: 1.98661 -0.55647 -0.00449
O: 2.38062 0.56665 0.27757
H: -2.03587 0.13417 1.21056
H: -2.51983 0.25995 -0.47914
H: -2.01047 -1.27622 0.08473
H: -0.51816 2.22344 -0.21033
H: 1.15586 1.51266 -0.08235
H: 0.22097 -1.92126 -0.31885
H: 2.71570 -1.42032 -0.31370

Cartesian forces, eV/Å:
C -0.668 -0.002 -1.604
C -1.861 -2.208 0.952
N -1.809 4.025 -0.042
C 1.600 -1.236 -0.531
C -0.725 -2.164 -1.188
O 1.573 -0.040 0.016
H 0.157 -0.038 0.132
H 0.563 0.285 0.278
H 0.760 0.801 0.379
H 1.235 -1.887 0.188
H -0.474 0.002 -0.043
H 0.444 1.138 0.592
H -0.795 1.323 0.870

Output
SMILES: C/C(N)=C/C=O
LUMO, eV: 0.9
Highest occupied orbital energy, eV: -8.315
Relative energy (zero: lowest compared OMol25 entry of this formula, charge and spin), kJ/mol: 139.8
Molar mass, g mol⁻¹: 85.1



Formula: C7H8NO2S
Source: the Open Molecules 2025 dataset
Level of theory: ωB97M-V/def2-TZVPD

Element x y z (Å)
C: -1.38623 -1.87421 -1.45797
C: -1.71780 -1.87359 -0.10707
C: -0.76182 -0.71418 -1.99811
C: -1.40400 -0.76143 0.67848
C: -0.17667 0.21898 -1.15728
C: -0.56183 0.22083 0.16655
C: 1.67521 1.99186 1.60862
N: 0.44588 2.48594 1.11366
O: 1.81650 3.73936 -0.57993
O: -0.61727 4.28122 -0.54786
S: 0.43779 3.25730 -0.41203
H: -1.78553 -2.76953 -1.93063
H: -2.30763 -2.75114 0.43826
H: -0.53290 -0.47482 -3.02971
H: -1.89314 -0.86086 1.70986
H: 0.37304 0.93597 -1.61914
H: 2.34650 1.90273 0.80302
H: 1.83630 2.76476 2.37472
H: 1.34535 0.97083 1.95617

Cartesian forces, eV/Å:
C -0.712 0.353 0.185
C -0.736 -0.877 0.991
C 0.570 -1.451 0.234
C -0.369 -0.444 1.630
C -2.505 -1.863 1.443
C -0.481 -0.468 0.489
C -2.172 -0.997 0.488
N -3.235 1.372 -2.172
O 0.771 0.655 -0.595
O 0.171 -0.265 0.542
S 0.265 -0.897 1.439
H 0.413 0.491 -0.959
H 1.313 1.835 -1.589
H -0.348 -0.912 -0.356
H 1.246 0.959 -1.253
H 1.624 2.270 -0.808
H 1.743 0.089 -0.453
H 1.182 -0.714 0.226
H 1.259 0.862 0.521

Output
Net charge: -1
LUMO (spin up / spin down), eV: 3.2 / 3.4
Highest occupied orbital energy (spin up / spin down), eV: -3.427 / -3.446
Relative energy (zero: lowest compared OMol25 entry of this formula, charge and spin), kJ/mol: 391.8
Molar mass, g mol⁻¹: 170.2



Formula: C15H14N4O4S
Source: the Open Molecules 2025 dataset
Level of theory: ωB97M-V/def2-TZVPD

Element x y z (Å)
C: -7.42914 -1.44061 0.30035
C: -5.93789 -1.71871 0.38506
O: -5.27177 -0.48977 0.13565
C: -3.94674 -0.41993 0.13457
C: -3.09062 -1.50178 0.38491
C: -1.72102 -1.35235 0.37970
C: -1.13558 -0.10758 0.14152
C: 0.32746 0.13776 0.13730
O: 0.79592 1.24456 0.34862
N: 1.09908 -0.95748 -0.13607
C: 2.49033 -1.05942 -0.18884
S: 3.07671 -2.56026 -0.53196
N: 3.16159 0.07452 0.04785
C: 4.52325 0.35058 0.08235
C: 4.88882 1.67477 0.34037
C: 6.22762 2.00833 0.38696
C: 7.16274 1.00384 0.17454
N: 6.82560 -0.24930 -0.06838
C: 5.54999 -0.57725 -0.11567
C: -1.96944 0.98279 -0.07322
C: -3.34524 0.83722 -0.09751
N: -4.13988 2.01307 -0.37133
O: -3.60541 3.08539 -0.18553
O: -5.26729 1.86700 -0.78114
H: -7.67123 -1.03404 -0.67711
H: -7.71465 -0.71256 1.05390
H: -7.98647 -2.35907 0.45831
H: -5.64267 -2.46054 -0.36795
H: -5.67044 -2.09326 1.38179
H: -3.50684 -2.47508 0.58761
H: -1.11482 -2.21849 0.60093
H: 0.64400 -1.83477 -0.35458
H: 2.55180 0.88229 0.23014
H: 4.12270 2.42142 0.49988
H: 6.53810 3.02259 0.58337
H: 8.22425 1.20819 0.19983
H: 5.34368 -1.61633 -0.31823
H: -1.54109 1.96177 -0.23401

Cartesian forces, eV/Å:
C 0.439 0.065 -0.004
C -0.277 -0.439 0.098
O -0.027 0.071 0.030
C 0.315 0.212 -0.013
C -0.337 -0.044 -0.028
C 0.117 0.329 -0.070
C -0.432 -0.025 0.051
C 0.002 0.002 0.005
O -0.049 0.169 -0.004
N -0.241 0.098 0.056
C 0.306 -0.224 -0.021
S 0.109 -0.352 -0.090
N -1.034 0.338 0.092
C 0.820 0.095 0.004
C 0.017 -0.261 -0.054
C -0.065 -0.128 -0.022
C 0.053 0.290 0.055
N 0.556 -0.043 -0.015
C -0.504 -0.277 -0.043
C -0.062 -0.001 -0.016
C 0.507 -0.894 0.153
N -0.160 0.359 -0.087
O 0.146 0.421 0.093
O -0.263 0.070 -0.195
H -0.068 0.003 -0.094
H -0.065 0.044 0.081
H -0.063 -0.089 0.017
H 0.043 0.081 0.107
H 0.040 0.025 -0.134
H -0.075 -0.053 0.025
H 0.047 -0.101 0.020
H 0.183 0.190 -0.004
H 0.113 -0.307 -0.075
H -0.058 0.076 0.015
H 0.033 0.076 0.015
H 0.078 0.120 0.023
H -0.126 0.105 0.022
H -0.018 -0.001 0.008

Output
SMILES: CCOc1ccc(C(=O)NC(=S)Nc2cccnc2)cc1[N+](=O)[O-]
LUMO, eV: -0.7
Highest occupied orbital energy, eV: -8.700
Relative energy (zero: lowest compared OMol25 entry of this formula, charge and spin), kJ/mol: 360.4
Molar mass, g mol⁻¹: 346.4



Formula: C2H2BrP
Source: the Open Molecules 2025 dataset
Level of theory: ωB97M-V/def2-TZVPD

Element x y z (Å)
C: -1.56559 0.75491 -0.45382
C: -0.53495 0.11216 -0.26061
P: 1.09998 -1.34871 0.07083
Br: 2.37765 0.36505 0.23133
H: -2.20075 1.39147 -0.96596
H: 0.82366 -1.27488 1.37822

Cartesian forces, eV/Å:
C 3.212 -1.804 0.221
C 0.052 -2.113 0.308
P -3.255 2.498 -2.143
Br 1.736 0.869 -0.027
H -1.183 0.892 -0.215
H -0.561 -0.341 1.856

Output
SMILES: C#CPBr
LUMO, eV: -0.3
Highest occupied orbital energy, eV: -9.989
Relative energy (zero: lowest compared OMol25 entry of this formula, charge and spin), kJ/mol: 171.4
Molar mass, g mol⁻¹: 136.9



Formula: C6H8OS
Source: the Open Molecules 2025 dataset
Level of theory: ωB97M-V/def2-TZVPD

Element x y z (Å)
C: -2.05595 -1.28629 -0.24843
C: -0.90384 -0.20755 -0.00467
C: -1.47668 1.19656 -0.31283
O: -0.84809 2.22579 -0.35951
C: 0.40595 -0.56747 -0.01307
C: 1.50667 0.43746 -0.14614
C: 2.63889 0.43580 0.84743
S: 3.01366 -0.06252 -0.83369
H: -3.12303 -0.86732 0.21602
H: -2.33907 -1.38979 -1.29885
H: -1.71929 -2.20686 0.12560
H: -2.55636 1.27994 -0.65506
H: 0.62964 -1.63753 0.14913
H: 1.26414 1.55394 -0.34767
H: 3.00716 1.41990 1.21427
H: 2.55620 -0.32405 1.66746

Cartesian forces, eV/Å:
C -1.670 3.558 1.189
C -1.846 -0.594 -1.956
C 0.611 -0.158 -0.601
O 0.050 -0.147 0.407
C -1.302 1.156 0.520
C -1.328 2.626 0.948
C -0.178 -0.355 1.247
S 1.612 -0.627 -0.293
H 2.880 -1.422 -0.644
H 0.544 0.113 -0.084
H -0.097 -1.360 0.688
H 0.641 -0.732 0.567
H 0.241 0.683 -0.356
H -0.285 -2.432 -0.036
H -0.284 -0.837 -0.549
H 0.411 0.529 -1.047

Output
SMILES: C/C(C=O)=C/[C@H]1CS1
LUMO, eV: 0.1
Highest occupied orbital energy, eV: -8.953
Relative energy (zero: lowest compared OMol25 entry of this formula, charge and spin), kJ/mol: 225.5
Molar mass, g mol⁻¹: 128.2